Entry 1:
Computed, not measured: a cluster of 2 separate species, C13H28Br2NOS in total in a non-equilibrium geometry, with ωB97M-V/def2-TZVPD.

The geometry in XYZ format:
```
46
Properties=species:S:1:pos:R:3
C 2.406 -0.746 0.171
C 2.121 0.398 1.150
C 2.799 1.715 0.787
C 2.187 2.582 -0.333
C 1.720 3.948 0.183
S 0.981 1.732 -1.387
C -0.606 1.373 -0.576
C -0.987 2.259 0.592
C -2.352 1.959 1.239
C -3.524 1.659 0.308
N -3.624 0.320 -0.269
C -3.511 -0.759 0.610
C -2.660 -1.904 0.145
O -4.078 -0.755 1.662
H 2.392 -1.658 0.746
H 3.405 -0.663 -0.235
H 1.653 -0.863 -0.595
H 1.065 0.490 1.368
H 2.567 0.089 2.084
H 3.805 1.458 0.494
H 2.877 2.316 1.681
H 2.994 2.815 -1.014
H 2.556 4.624 0.253
H 1.235 3.845 1.140
H 0.991 4.377 -0.494
H 0.649 2.692 -2.264
H -1.345 1.496 -1.349
H -0.545 0.340 -0.272
H -1.017 3.281 0.229
H -0.243 2.252 1.374
H -2.224 1.208 2.008
H -2.618 2.867 1.764
H -4.430 1.837 0.866
H -3.523 2.410 -0.472
H -3.114 0.182 -1.125
H -1.850 -1.989 0.862
H -2.205 -1.719 -0.815
H -3.200 -2.837 0.155
Br 2.206 -4.054 -2.843
C 1.919 -5.365 -1.432
C 0.455 -5.606 -1.188
Br -0.361 -4.132 -0.210
H 2.436 -4.995 -0.552
H 2.402 -6.275 -1.780
H 0.312 -6.483 -0.561
H -0.112 -5.720 -2.106
```

Results
* frontier orbital gap: 9.0 eV
* total energy: -6188.0736 a.u.
* lowest unoccupied orbital energy: -0.1169 hartree
* E_HOMO: -12.22 eV
* charge: +1
* strongest force on any atom: 0.0288 Eh/bohr

Atom charges from the Löwdin analysis, given in e for atoms 1 to 8:
1 C -0.0978
2 C -0.2505
3 C -0.1864
4 C -0.5098
5 C -0.0850
6 S 1.1905
7 C -0.3564
8 C -0.2322

Entry 2:
Computed, not measured: a cluster of 3 separate species, C13H28BrF4O5S2 in total in a non-equilibrium geometry, with ωB97M-V/def2-TZVPD.

The geometry in XYZ format:
```
53
Properties=species:S:1:pos:R:3
C -2.911 -1.059 4.479
C -1.984 -2.243 3.940
Br -0.027 -1.779 4.010
C -2.323 -2.773 2.462
S -3.500 -1.718 1.488
C -3.438 -2.443 -0.251
O -2.299 -3.316 -0.433
C -1.710 -3.135 -1.703
F -0.667 -4.067 -1.835
F -1.113 -1.864 -1.851
F -2.656 -3.344 -2.732
S -2.834 0.276 1.266
O -3.739 1.105 2.142
O -2.927 0.791 -0.129
F -1.296 0.478 1.891
H -2.450 -0.078 4.124
H -2.851 -1.065 5.627
H -4.015 -1.156 4.223
H -2.083 -3.141 4.650
H -2.819 -3.806 2.574
H -1.335 -2.948 1.922
H -3.434 -1.575 -1.009
H -4.394 -3.039 -0.479
C -1.011 1.881 -2.726
C -0.899 2.592 -4.064
O 0.411 3.060 -4.349
C 1.432 2.073 -4.415
C 1.191 1.020 -5.482
H -0.690 2.541 -1.914
H -2.045 1.575 -2.543
H -0.386 0.986 -2.686
H -1.546 3.471 -4.051
H -1.259 1.956 -4.879
H 1.576 1.612 -3.431
H 2.361 2.603 -4.645
H 0.277 0.452 -5.299
H 2.024 0.313 -5.513
H 1.093 1.488 -6.465
C 2.722 0.904 0.242
C 2.735 0.059 1.505
O 4.040 -0.226 1.984
C 4.844 0.895 2.332
C 4.242 1.756 3.429
H 3.287 0.409 -0.554
H 1.696 1.061 -0.101
H 3.174 1.884 0.402
H 2.266 -0.905 1.288
H 2.135 0.524 2.295
H 5.066 1.491 1.441
H 5.800 0.496 2.680
H 3.285 2.189 3.132
H 4.917 2.576 3.681
H 4.066 1.159 4.329
```

Results
* frontier orbital gap: 4.9 eV
* total energy: -4657.7164 a.u.
* lowest unoccupied orbital energy: -0.2411 hartree
* E_HOMO: -11.44 eV
* charge: +1
* strongest force on any atom: 0.1764 Eh/bohr

Atom charges from the Löwdin analysis, given in e for atoms 1 to 8:
1 C -0.1512
2 C -0.7059
3 Br 0.7112
4 C -0.3706
5 S 1.1030
6 C -0.2811
7 O -0.0354
8 C -0.4687

Entry 3:
Computed, not measured: a structure of composition C13H28CuN3OS5, with ωB97M-V/def2-TZVPD.

The geometry in XYZ format:
```
51
Properties=species:S:1:pos:R:3
Cu -0.278 0.008 0.497
C -0.842 -2.795 2.161
C 0.231 -2.223 3.081
S 0.413 -0.420 2.951
C 2.201 -0.223 2.728
C 2.824 -0.932 1.534
S 2.060 -0.510 -0.062
C 1.827 -2.158 -0.774
C 0.901 -3.102 -0.016
S -0.724 -2.388 0.398
H -1.830 -2.429 2.447
H -0.861 -3.881 2.250
H 1.204 -2.676 2.892
H -0.038 -2.456 4.111
H 2.703 -0.536 3.642
H 2.326 0.858 2.640
H 2.779 -2.014 1.646
H 3.875 -0.657 1.474
H 2.809 -2.620 -0.887
H 1.439 -1.954 -1.771
H 1.350 -3.443 0.915
H 0.721 -3.979 -0.634
C -3.239 0.298 1.734
N -3.472 1.499 0.956
C -4.795 1.567 0.337
C -2.426 2.221 0.465
N -1.220 1.735 0.396
N -2.722 3.487 0.034
C -1.805 4.183 -0.850
C -3.638 4.349 0.771
H -4.116 0.116 2.354
H -2.377 0.435 2.382
H -3.078 -0.577 1.093
H -5.047 0.593 -0.091
H -4.808 2.299 -0.465
H -5.561 1.827 1.071
H -0.561 2.466 0.176
H -1.000 4.690 -0.303
H -2.361 4.940 -1.402
H -1.372 3.490 -1.570
H -4.123 3.798 1.570
H -4.402 4.764 0.110
H -3.084 5.179 1.218
C -0.254 1.552 -5.906
O -0.557 1.267 -4.518
C -0.438 0.033 -4.101
S 0.038 -1.298 -4.963
S -0.758 -0.396 -2.515
H -0.349 2.627 -6.005
H -0.965 1.045 -6.553
H 0.758 1.235 -6.147
```

Results
* frontier orbital gap (spin up / spin down): 8.9 / 6.3 eV
* total energy: -4382.8653 a.u.
* lowest unoccupied orbital energy (spin up / spin down): -0.0738 / -0.1697 hartree
* E_HOMO (spin up / spin down): -10.87 / -10.88 eV
* charge: +1
* strongest force on any atom: 0.0102 Eh/bohr
* multiplicity: 2

Atom charges from the Löwdin analysis, given in e for atoms 1 to 8:
1 Cu -0.1441
2 C -0.4892
3 C -0.4762
4 S 0.8981
5 C -0.4985
6 C -0.4771
7 S 0.8949
8 C -0.5039

Entry 4:
Computed, not measured: a structure of composition C13H28FO9PS in a non-equilibrium geometry, with ωB97M-V/def2-TZVPD.

The geometry in XYZ format:
```
53
Properties=species:S:1:pos:R:3
C 0.788 -1.526 0.273
C 1.021 0.046 0.324
C 2.383 0.334 -0.390
F 2.579 -0.608 -1.395
C 2.599 1.807 -0.870
C 3.020 2.702 0.358
C 3.122 4.229 0.023
C 3.252 5.049 1.366
O 2.188 4.749 2.291
O 3.888 1.697 -1.580
S 3.645 1.713 -3.215
O 4.339 0.668 -3.984
O 4.100 3.062 -3.658
O 1.981 1.579 -3.134
C 1.679 2.415 -1.981
C 0.150 2.620 -1.726
C -0.204 3.270 -0.348
H 0.438 -1.800 -0.753
H 1.722 -2.096 0.465
H -0.020 -1.850 0.969
H 0.994 0.338 1.396
H 0.132 0.490 -0.170
H 3.183 0.136 0.367
H 2.418 2.479 1.270
H 4.061 2.371 0.606
H 2.264 4.623 -0.562
H 4.040 4.468 -0.572
H 4.243 4.880 1.850
H 3.153 6.132 1.126
H 1.463 4.383 1.775
H 2.012 3.426 -2.327
H -0.372 1.642 -1.819
H -0.238 3.274 -2.545
H 0.223 4.284 -0.193
H 0.005 2.593 0.518
H -1.316 3.402 -0.340
C -5.009 -4.145 3.336
O -4.105 -4.999 2.648
P -3.267 -4.369 1.300
O -2.647 -3.229 2.090
O -4.701 -3.898 0.638
C -5.653 -4.889 0.253
O -2.469 -3.839 -0.131
C -1.993 -4.895 -0.978
H -4.760 -4.177 4.397
H -4.968 -3.115 2.988
H -6.024 -4.527 3.204
H -6.612 -4.652 0.717
H -5.351 -5.891 0.565
H -5.779 -4.872 -0.830
H -2.823 -5.528 -1.309
H -1.257 -5.505 -0.448
H -1.518 -4.452 -1.852
```

Results
* frontier orbital gap: 6.9 eV
* total energy: -2028.5276 a.u.
* lowest unoccupied orbital energy: -0.1090 hartree
* E_HOMO: -9.88 eV
* charge: 0
* strongest force on any atom: 0.1846 Eh/bohr

Atom charges from the Löwdin analysis, given in e for atoms 1 to 8:
1 C -0.0876
2 C -0.1550
3 C -0.2472
4 F 0.0012
5 C -0.3183
6 C -0.0901
7 C -0.1530
8 C -0.2313

Q: What is the total energy in the third record?
A: -4382.8653 a.u.

Repeat the fourth record exactly.
Computed, not measured: a structure of composition C13H28FO9PS in a non-equilibrium geometry, with ωB97M-V/def2-TZVPD.

The geometry in XYZ format:
```
53
Properties=species:S:1:pos:R:3
C 0.788 -1.526 0.273
C 1.021 0.046 0.324
C 2.383 0.334 -0.390
F 2.579 -0.608 -1.395
C 2.599 1.807 -0.870
C 3.020 2.702 0.358
C 3.122 4.229 0.023
C 3.252 5.049 1.366
O 2.188 4.749 2.291
O 3.888 1.697 -1.580
S 3.645 1.713 -3.215
O 4.339 0.668 -3.984
O 4.100 3.062 -3.658
O 1.981 1.579 -3.134
C 1.679 2.415 -1.981
C 0.150 2.620 -1.726
C -0.204 3.270 -0.348
H 0.438 -1.800 -0.753
H 1.722 -2.096 0.465
H -0.020 -1.850 0.969
H 0.994 0.338 1.396
H 0.132 0.490 -0.170
H 3.183 0.136 0.367
H 2.418 2.479 1.270
H 4.061 2.371 0.606
H 2.264 4.623 -0.562
H 4.040 4.468 -0.572
H 4.243 4.880 1.850
H 3.153 6.132 1.126
H 1.463 4.383 1.775
H 2.012 3.426 -2.327
H -0.372 1.642 -1.819
H -0.238 3.274 -2.545
H 0.223 4.284 -0.193
H 0.005 2.593 0.518
H -1.316 3.402 -0.340
C -5.009 -4.145 3.336
O -4.105 -4.999 2.648
P -3.267 -4.369 1.300
O -2.647 -3.229 2.090
O -4.701 -3.898 0.638
C -5.653 -4.889 0.253
O -2.469 -3.839 -0.131
C -1.993 -4.895 -0.978
H -4.760 -4.177 4.397
H -4.968 -3.115 2.988
H -6.024 -4.527 3.204
H -6.612 -4.652 0.717
H -5.351 -5.891 0.565
H -5.779 -4.872 -0.830
H -2.823 -5.528 -1.309
H -1.257 -5.505 -0.448
H -1.518 -4.452 -1.852
```

Results
* frontier orbital gap: 6.9 eV
* total energy: -2028.5276 a.u.
* lowest unoccupied orbital energy: -0.1090 hartree
* E_HOMO: -9.88 eV
* charge: 0
* strongest force on any atom: 0.1846 Eh/bohr

Atom charges from the Löwdin analysis, given in e for atoms 1 to 8:
1 C -0.0876
2 C -0.1550
3 C -0.2472
4 F 0.0012
5 C -0.3183
6 C -0.0901
7 C -0.1530
8 C -0.2313

Q: Among the records above, which one has the highest total energy?
A: C13H28FO9PS